{"formula": "C19H26Cl6F12O8", "method": "wB97M-V/def2-TZVPD", "lumo_ev": 0.2, "homo_lumo_gap_ev": 11.279, "charge": 0, "e_homo_ha": -0.4069, "relative_energy_kj_mol": 6.9, "elements": ["C", "C", "O", "C", "O", "C", "F", "F", "F", "H", "H", "H", "H", "H", "C", "C", "O", "C", "O", "C", "F", "F", "F", "H", "H", "H", "H", "H", "C", "C", "O", "C", "O", "C", "F", "F", "F", "H", "H", "H", "H", "H", "C", "C", "O", "C", "O", "C", "F", "F", "F", "H", "H", "H", "H", "H", "Cl", "C", "Cl", "H", "H", "Cl", "C", "Cl", "H", "H", "Cl", "C", "Cl", "H", "H"], "coordinates": [[-2.87646, -0.86614, -4.90764], [-2.91746, -1.74502, -3.71695], [-1.61572, -2.31214, -3.51341], [-1.63574, -3.49045, -2.86695], [-2.63095, -4.14531, -2.63405], [-0.24713, -3.91570, -2.55320], [0.64490, -2.88721, -2.57288], [-0.33862, -4.49536, -1.34807], [0.21016, -4.83466, -3.47333], [-2.72352, -1.51433, -5.77901], [-2.15669, -0.04528, -4.96262], [-3.81178, -0.33007, -5.01437], [-3.76853, -2.41143, -3.82053], [-3.19787, -1.15115, -2.83315], [2.30052, -1.50378, -4.38503], [2.11993, -0.37240, -3.39134], [1.66532, 0.84648, -4.06820], [2.48392, 1.56881, -4.82807], [3.67172, 1.46840, -4.92560], [1.78513, 2.81117, -5.45869], [2.12317, 3.13603, -6.72105], [0.43295, 2.67102, -5.50723], [2.00342, 3.91238, -4.68030], [3.11090, -1.29452, -5.12320], [1.51076, -1.85149, -4.95147], [2.65484, -2.41252, -3.79786], [2.99669, -0.07845, -2.84291], [1.32442, -0.54948, -2.61264], [-0.64594, -0.55259, 4.30961], [-1.88939, 0.03415, 3.62062], [-1.49353, 0.50970, 2.28113], [-1.78853, -0.32493, 1.29136], [-2.31630, -1.42463, 1.30619], [-1.46069, 0.22525, -0.10248], [-0.95228, -0.74046, -0.90642], [-2.52115, 0.78403, -0.80106], [-0.54587, 1.16492, 0.06093], [-0.26387, -1.41019, 3.74691], [-0.83176, -1.05133, 5.29439], [0.20042, 0.19400, 4.33337], [-2.27259, 0.90937, 4.12108], [-2.64541, -0.74890, 3.34959], [2.28520, 2.14790, 5.03737], [2.89089, 1.39441, 3.88257], [4.08476, 2.11367, 3.51754], [4.90184, 1.42734, 2.73989], [4.87804, 0.23002, 2.49341], [5.90059, 2.41474, 2.13199], [5.36920, 3.14961, 1.14244], [6.40107, 3.17164, 3.10936], [6.89047, 1.76701, 1.54948], [1.98268, 3.17721, 4.81658], [3.03161, 2.19109, 5.83225], [1.38341, 1.60384, 5.33029], [2.37180, 1.32279, 2.92162], [3.13917, 0.42879, 4.25822], [3.19245, -2.75622, 3.09278], [3.07581, -2.33335, 1.39452], [1.82433, -1.16234, 1.09322], [3.98077, -1.83816, 1.12870], [2.93561, -3.24905, 0.78878], [-6.35980, 6.60549, 4.25669], [-5.55877, 5.18357, 3.56800], [-3.77688, 5.29182, 3.55628], [-5.87630, 4.31277, 4.12801], [-5.85453, 5.15315, 2.51726], [-5.74187, -2.18859, -0.15980], [-5.27605, -2.84873, 1.41051], [-5.57227, -1.72035, 2.77465], [-5.96986, -3.70716, 1.61801], [-4.22482, -3.05869, 1.45392]], "atomic_forces_ev_per_a": [[0.191, 0.418, -1.449], [-0.820, 1.668, 0.882], [-0.620, -1.014, 0.584], [-2.713, 0.685, -1.436], [1.706, 0.691, 0.068], [1.421, -0.996, -0.159], [-0.871, -1.252, 0.664], [1.123, 0.226, -0.341], [-0.498, 0.877, 1.115], [-0.092, 0.375, -0.120], [0.433, -0.431, 0.517], [-0.507, -0.271, -0.068], [0.607, -0.872, -0.095], [0.509, -0.191, 0.075], [3.549, -0.714, 1.439], [-1.284, 0.442, 0.040], [-0.602, 0.472, -0.794], [0.476, 0.206, 0.773], [0.009, -0.361, -0.246], [-2.056, 1.272, -0.196], [0.689, -0.676, 0.922], [0.586, -0.321, 0.281], [0.315, -1.035, -0.468], [-0.413, 0.126, 0.701], [-2.268, -0.159, -0.772], [-0.289, 1.112, -0.681], [0.733, -0.308, -0.021], [0.668, 0.070, -1.087], [0.559, -0.308, -0.027], [0.339, -1.478, -0.768], [-0.113, -0.538, -0.408], [-1.507, -1.499, -0.524], [0.717, 1.341, 0.801], [0.015, 0.709, -1.213], [-0.430, 0.541, 0.679], [1.094, -0.883, 1.335], [0.455, 0.521, -0.561], [-0.077, 0.222, -0.402], [-0.127, 1.099, -0.509], [-1.080, -0.746, 0.285], [-0.294, 0.073, 0.069], [0.389, 0.769, 1.129], [-0.617, 0.330, -0.387], [-0.038, 0.914, -0.052], [0.474, -0.428, -0.205], [-0.335, -1.496, -0.426], [-0.018, 2.136, 0.321], [0.581, -0.487, -0.552], [-0.510, 0.422, 0.729], [-0.064, 0.488, -0.281], [0.780, -0.573, 0.078], [0.132, -0.198, -0.210], [-0.269, -0.169, 0.132], [0.216, 0.130, 0.408], [-0.661, -0.147, 0.558], [0.348, -0.932, -0.154], [-0.077, -0.228, 0.320], [0.261, -0.793, -0.340], [-0.790, 0.354, -0.244], [0.715, 0.139, -0.135], [-0.147, 0.631, 0.450], [0.187, -0.053, 0.107], [0.045, 0.315, -0.640], [-0.350, -0.023, 0.226], [0.136, -0.020, -0.045], [-0.014, -0.236, 0.350], [0.211, 0.076, 0.146], [-1.507, -0.528, 0.702], [0.021, 0.088, -0.249], [1.114, 0.711, -0.327], [0.259, -0.283, -0.298]]}

***

{"formula": "C5H5NO", "method": "wB97M-V/def2-TZVPD", "lumo_ev": -0.5, "homo_lumo_gap_ev": 9.476, "charge": 0, "e_homo_ha": -0.3659, "relative_energy_kj_mol": 236.4, "elements": ["N", "C", "C", "C", "C", "C", "O", "H", "H", "H", "H", "H"], "coordinates": [[0.23574, -0.00424, -2.58389], [-0.55845, -0.13809, -1.75212], [-1.45873, -0.29912, -0.57829], [-0.29606, -0.70942, 0.28349], [0.26361, 0.18973, 1.10367], [1.69391, 0.53986, 1.05317], [2.41237, 0.22433, 0.12736], [-1.85522, 0.69351, -0.33582], [-2.28529, -1.00323, -0.72383], [0.20065, -1.61414, -0.05687], [-0.39251, 0.86921, 1.63882], [2.04000, 1.25159, 1.82431]], "atomic_forces_ev_per_a": [[-0.869, -0.147, 0.772], [-0.318, 0.293, -1.363], [0.107, -0.040, -0.254], [0.069, 0.002, 0.691], [-0.108, -0.211, -0.011], [0.395, -0.304, 0.014], [-0.239, -0.060, 0.632], [0.067, -0.285, 0.160], [0.366, 0.008, -0.199], [0.373, 0.355, -0.069], [0.079, 0.482, -0.392], [0.079, -0.092, 0.018]]}